Computed, not measured: an isolated molecule of CH3PSi, with wB97M-V/def2-TZVPD.

Computed properties:
molar mass: 74.09 g mol⁻¹
HOMO-LUMO gap (spin up / spin down): 6.7361 / 6.7370 eV
DFT total energy: -18247.051 eV
SMILES: C#P=[SiH2]

Geometry as ORCA input:
```
! RIJCOSX wB97M-V def2-TZVPD def2/J DEFGRID3
* xyz 0 1
C 1.5136 1.0905 0.3207
Si -1.1611 -1.1608 0.2538
P 1.4525 -0.4536 0.1948
H 1.6591 2.1653 0.2454
H -1.5644 0.1723 0.0555
H -1.8998 -1.8138 -1.0702
*
```